No. 1
Here is 22 unconnected molecules or ions with the total composition C11H66NO21 at a distorted geometry from the Open Molecules 2025 dataset. Energies are from wB97M-V/def2-TZVPD.

Summary:
HOMO-LUMO gap = 9.753 eV
charge = +1
relative energy (zero: lowest compared OMol25 entry of this formula, charge and spin) = 4.8 kcal per mole

Geometry (Å):
C 17.88 -23.90 11.67
C 17.27 -23.12 10.42
C 16.82 -23.98 9.30
C 15.42 -24.69 9.43
N 14.94 -25.28 8.14
C 15.98 -26.16 7.54
C 16.77 -25.48 6.39
C 15.69 -24.60 5.73
C 14.80 -24.17 7.12
C 13.62 -26.01 8.43
C 12.42 -25.25 9.11
C 11.41 -26.32 9.51
H 19.01 -23.80 11.65
H 17.79 -25.07 11.56
H 17.51 -23.48 12.50
H 17.86 -22.19 9.99
H 16.38 -22.61 10.76
H 17.68 -24.75 9.22
H 16.89 -23.39 8.36
H 14.90 -23.92 9.82
H 15.47 -25.26 10.21
H 15.54 -26.70 6.82
H 16.43 -26.81 8.19
H 17.30 -26.06 5.72
H 17.52 -24.81 6.72
H 15.00 -25.22 5.13
H 15.97 -23.71 5.25
H 13.73 -24.17 6.77
H 15.20 -23.21 7.39
H 13.84 -26.88 9.05
H 13.08 -26.38 7.61
H 12.07 -24.47 8.48
H 12.81 -24.67 9.91
H 10.56 -25.79 9.89
H 11.77 -27.08 10.21
H 11.25 -26.90 8.66
O 21.01 -24.20 10.33
H 21.83 -23.77 10.70
H 20.91 -25.19 10.56
O 9.10 -28.79 10.96
H 8.30 -29.27 11.38
H 8.75 -28.05 10.29
O 12.07 -25.36 4.80
H 12.23 -24.53 4.52
H 11.69 -25.74 4.05
O 15.24 -27.86 11.32
H 15.14 -27.60 12.21
H 16.14 -28.22 10.95
O 10.58 -28.56 6.58
H 10.11 -29.03 6.06
H 11.47 -28.42 6.48
O 21.28 -21.62 13.07
H 20.70 -21.89 12.40
H 22.10 -21.34 12.39
O 17.34 -28.58 9.98
H 17.51 -29.31 10.61
H 16.81 -29.29 9.41
O 16.33 -29.00 5.09
H 16.57 -29.60 4.44
H 15.47 -28.62 4.75
O 18.71 -24.15 15.57
H 18.21 -23.41 15.32
H 18.23 -24.71 16.31
O 17.05 -22.02 15.37
H 16.74 -21.12 15.20
H 16.35 -22.36 14.67
O 13.04 -21.98 9.15
H 13.30 -22.35 10.03
H 12.19 -21.94 9.52
O 20.10 -23.90 4.48
H 20.51 -24.63 4.83
H 19.41 -23.60 4.94
O 13.76 -27.82 4.76
H 13.44 -28.09 5.63
H 13.47 -26.93 4.77
O 15.73 -19.99 12.07
H 16.70 -19.96 12.29
H 15.39 -19.07 11.87
O 17.40 -20.62 7.56
H 16.60 -20.34 7.75
H 18.00 -19.99 7.96
O 18.01 -22.11 5.16
H 17.89 -21.46 5.82
H 17.44 -21.74 4.52
O 13.90 -22.09 12.14
H 12.99 -21.75 12.32
H 14.62 -21.44 11.96
O 8.73 -24.56 11.85
H 9.17 -25.35 12.12
H 7.83 -24.50 12.08
O 12.26 -22.52 4.76
H 12.67 -21.80 5.18
H 11.57 -22.17 4.32
O 13.29 -29.28 7.34
H 13.12 -29.96 6.68
H 13.85 -29.62 8.05
O 10.48 -30.12 8.98
H 10.18 -29.69 9.80
H 10.20 -29.42 8.33

No. 2
Here is a molecular structure, C11H6Cl2N2O8V at a distorted geometry from the Open Molecules 2025 dataset. Energies are from wB97M-V/def2-TZVPD.

Summary:
2S+1 = 2
HOMO-LUMO gap (spin up / spin down) = 5.853 / 6.519 eV
charge = +2

Geometry (Å):
V 1.67 0.29 0.12
O 4.06 -0.89 2.85
Cl 3.27 -1.03 1.73
O 2.03 0.08 1.85
O 3.80 -0.49 0.47
O 2.58 -2.23 1.50
O -1.81 4.73 -1.02
C -2.47 3.61 -0.77
O -3.65 3.50 -0.91
C -1.67 2.40 -0.34
C -2.21 1.10 -0.17
Cl -3.76 0.54 -0.35
N -1.19 0.27 0.14
N -0.05 0.98 0.21
C -0.32 2.25 -0.14
C 0.98 2.94 -0.46
O 1.12 4.08 -0.73
O 1.99 1.98 -0.46
C -0.88 -1.12 -0.04
C -1.55 -2.14 0.57
C -1.03 -3.44 0.42
C 0.14 -3.69 -0.30
C 0.80 -2.65 -0.94
C 0.32 -1.33 -0.81
H -0.85 4.71 -0.86
H -2.43 -1.96 1.18
H -1.54 -4.27 0.89
H 0.51 -4.70 -0.39
H 1.66 -2.85 -1.57
H 0.45 -0.67 -1.69

No. 3
Here is a molecular structure, C11H6GdN2O4 at a distorted geometry from the Open Molecules 2025 dataset. Energies are from wB97M-V/def2-TZVPD.

Summary:
2S+1 = 8
HOMO-LUMO gap (spin up / spin down) = 6.621 / 5.999 eV
charge = +3

Geometry (Å):
O -3.96 0.16 0.30
C -3.15 -0.47 -0.13
Gd -1.67 -1.46 -0.79
O -2.61 -0.76 -3.63
C -2.29 -1.05 -2.60
C -2.50 -3.07 -0.03
O -2.94 -3.97 0.46
C -0.37 -2.60 -1.58
O 0.45 -3.23 -2.01
N -0.10 2.54 0.38
C -1.05 1.71 -0.11
N -0.62 0.44 -0.14
C 0.68 0.43 0.34
C 1.57 -0.59 0.52
C 2.82 -0.27 1.03
C 3.15 1.05 1.36
C 2.22 2.08 1.18
C 1.02 1.75 0.68
H -0.14 3.56 0.53
H -2.00 2.04 -0.41
H 1.30 -1.62 0.26
H 3.56 -1.07 1.18
H 4.14 1.28 1.76
H 2.46 3.12 1.43

No. 4
Here is a molecular structure, C11H6HoN2O4S at a distorted geometry from the Open Molecules 2025 dataset. Energies are from wB97M-V/def2-TZVPD.

Summary:
2S+1 = 5
HOMO-LUMO gap (spin up / spin down) = 4.208 / 4.356 eV
charge = +3

Geometry (Å):
Ho 0.87 -1.26 -0.90
O 3.85 -4.05 1.08
C 3.14 -3.20 0.74
C -1.07 -2.63 -0.76
O -1.96 -3.36 -0.77
C 0.81 -1.54 -3.25
O 0.82 -1.92 -4.34
C 1.11 -3.55 -1.47
O 1.13 -4.65 -1.84
N -2.01 0.48 -2.33
C -1.56 0.99 -1.15
N -0.50 0.45 -0.50
C -0.19 1.16 0.70
C 0.84 0.88 1.64
C 1.02 1.78 2.71
C 0.20 2.92 2.83
C -0.83 3.16 1.91
C -1.02 2.27 0.86
S -2.24 2.39 -0.42
H -2.87 0.84 -2.73
H -1.66 -0.41 -2.67
H 1.48 -0.02 1.56
H 1.79 1.62 3.47
H 0.35 3.62 3.65
H -1.49 4.02 1.97

No. 5
Here is C11H7ClF6O in the gas phase at a distorted geometry from the Open Molecules 2025 dataset. Energies are from wB97M-V/def2-TZVPD.

Summary:
HOMO-LUMO gap = 9.291 eV
relative energy (zero: lowest compared OMol25 entry of this formula, charge and spin) = 26.4 kcal per mole

Geometry (Å):
F 2.17 -2.59 1.29
F 3.06 -1.84 3.16
F 1.06 -2.50 3.18
F 2.68 0.50 3.65
F 0.87 1.47 2.86
F 2.76 1.37 1.69
Cl -2.89 -0.16 0.94
O 1.17 1.50 -0.58
C 1.49 -0.49 1.82
C 0.58 -0.43 0.78
C -2.66 -0.05 -3.11
C -1.37 0.44 -3.47
C -3.07 -0.25 -1.79
C -0.45 0.59 -2.45
C -2.16 -0.01 -0.70
C -0.86 0.38 -1.03
C 1.91 -1.81 2.34
C 1.96 0.75 2.58
C 0.10 0.78 0.02
H 1.76 1.75 0.20
H 0.26 -1.36 0.35
H -3.48 -0.23 -3.84
H -1.04 0.34 -4.49
H -4.04 -0.55 -1.53
H 0.59 0.97 -2.68
H -0.41 1.43 0.80

No. 6
Here is C11H7ClO4 in the gas phase at a distorted geometry from the Open Molecules 2025 dataset. Energies are from wB97M-V/def2-TZVPD.

Summary:
HOMO-LUMO gap = 8.925 eV

Geometry (Å):
O -2.38 -0.49 -2.78
Cl 3.47 -1.43 3.26
O -0.88 -1.64 -0.71
O -2.25 1.59 -1.92
O 0.51 1.70 -0.46
C -1.93 0.28 -1.94
C -0.90 -0.30 -1.05
C 0.13 0.36 -0.45
C 1.59 -2.73 1.78
C 0.53 -2.92 0.88
C 1.81 -0.41 1.28
C 2.20 -1.51 2.03
C 0.14 -1.80 0.17
C 0.81 -0.61 0.34
C -1.85 2.40 -0.81
C -0.38 2.70 -0.98
H 1.88 -3.61 2.37
H 0.09 -3.92 0.71
H 2.25 0.57 1.46
H -2.45 3.32 -0.87
H -2.03 1.91 0.16
H -0.19 3.60 -0.42
H -0.16 2.93 -2.03

No. 7
Here is C11H8BrO3P in the gas phase from the Open Molecules 2025 dataset. Energies are from wB97M-V/def2-TZVPD.

Summary:
HOMO-LUMO gap = 7.446 eV
relative energy (zero: lowest compared OMol25 entry of this formula, charge and spin) = 0.0 kcal per mole

Geometry (Å):
C 3.65 0.46 0.64
P 2.83 1.26 -0.80
O 3.13 0.13 -1.98
C 1.07 0.92 -0.36
C 0.44 -0.24 -0.82
C -0.89 -0.49 -0.49
C -1.58 0.41 0.32
C -0.98 1.58 0.77
C 0.35 1.82 0.43
Br 1.20 3.39 1.08
C -2.98 0.08 0.68
O -3.83 0.91 0.83
C -3.25 -1.38 0.81
C -2.59 -2.24 0.04
C -1.60 -1.72 -0.94
O -1.43 -2.21 -2.02
H 3.98 -0.54 0.39
H 2.92 0.39 1.44
H 4.49 1.07 0.95
H 2.39 0.06 -2.58
H 0.97 -0.94 -1.45
H -1.54 2.27 1.37
H -3.98 -1.69 1.54
H -2.76 -3.30 0.12

No. 8
Here is a molecular structure, C11H8CdClNO4 at a distorted geometry from the Open Molecules 2025 dataset. Energies are from wB97M-V/def2-TZVPD.

Summary:
HOMO-LUMO gap = 7.659 eV
charge = +2
relative energy (zero: lowest compared OMol25 entry of this formula, charge and spin) = 0.0 kcal per mole

Geometry (Å):
Cd 0.29 -0.65 1.50
C -0.81 0.21 3.13
O -1.47 0.88 3.78
C 0.77 -2.89 2.48
O 0.80 -3.72 3.24
C 2.61 -0.03 1.79
O 3.58 0.40 2.22
C -1.51 -1.95 0.19
O -2.54 -2.26 -0.23
C 1.91 -1.75 -1.69
H 1.00 -1.56 -2.20
H 2.58 -0.93 -1.63
C 2.05 -2.82 -0.90
H 2.77 -2.80 -0.09
H 1.21 -3.46 -0.68
Cl -4.07 2.51 -0.59
C -2.41 2.23 -0.79
C -1.62 3.02 -1.61
C -0.27 2.73 -1.72
C 0.26 1.65 -0.99
N -0.51 0.92 -0.16
C -1.84 1.16 -0.08
H -2.07 3.86 -2.14
H 0.40 3.31 -2.34
H 1.33 1.40 -1.07
H -2.45 0.55 0.57

No. 9
Here is a molecular structure, C11H8Cl2MoN3O2S3 from the Open Molecules 2025 dataset. Energies are from wB97M-V/def2-TZVPD.

Summary:
HOMO-LUMO gap (spin up / spin down) = 6.611 / 6.404 eV
charge = +1
relative energy (zero: lowest compared OMol25 entry of this formula, charge and spin) = 13.2 kcal per mole

Geometry (Å):
Mo -0.31 1.65 -0.24
Cl 2.08 0.12 -4.31
C 1.25 -0.86 -3.19
C 1.24 -2.26 -3.35
C 0.57 -3.07 -2.48
Cl 0.58 -4.78 -2.71
C -0.14 -2.52 -1.38
C -0.89 -3.24 -0.43
C -1.54 -2.56 0.57
C -1.45 -1.17 0.64
N -0.74 -0.47 -0.24
C -0.10 -1.13 -1.24
C 0.58 -0.29 -2.13
O 0.48 1.03 -1.90
H 1.78 -2.69 -4.19
H -0.96 -4.32 -0.51
H -2.13 -3.08 1.31
H -1.95 -0.60 1.41
S -1.65 4.65 1.38
C -1.69 3.61 0.11
S -0.62 3.65 -1.29
S -2.52 2.06 0.09
N -0.04 2.52 3.24
C 0.94 1.93 2.59
N 2.06 1.54 3.20
O 0.85 1.67 1.33
H 0.06 2.76 4.21
H -0.76 3.01 2.71
H 2.26 1.77 4.15
H 2.77 1.08 2.65

No. 10
Here is a molecular structure, C11H8FeN2O3STe4 at a distorted geometry from the Open Molecules 2025 dataset. Energies are from wB97M-V/def2-TZVPD.

Summary:
2S+1 = 6
HOMO-LUMO gap (spin up / spin down) = 6.236 / 4.646 eV
charge = -1
relative energy (zero: lowest compared OMol25 entry of this formula, charge and spin) = 56.9 kcal per mole

Geometry (Å):
Fe 0.80 0.76 -1.29
O -0.86 -0.59 -0.40
N -1.85 -1.27 -0.90
C -2.65 -1.98 -0.09
C -3.71 -2.71 -0.57
C -3.96 -2.73 -1.94
C -3.14 -2.01 -2.77
C -2.07 -1.27 -2.25
S -1.02 -0.36 -3.21
H -2.41 -1.92 0.96
H -4.33 -3.26 0.12
H -4.79 -3.30 -2.34
H -3.29 -1.98 -3.84
Te 2.28 -1.31 -1.26
Te 2.31 0.44 -3.27
Te 0.69 2.60 -3.00
Te -0.73 2.72 -0.76
O 4.22 3.12 0.37
C 3.25 2.41 0.16
O 2.70 2.14 -0.95
C 2.54 1.74 1.33
C 2.99 1.91 2.63
C 2.32 1.28 3.65
C 1.22 0.50 3.33
C 0.84 0.38 2.01
N 1.49 0.99 1.02
H 3.86 2.54 2.79
H 2.64 1.39 4.68
H 0.66 -0.02 4.10
H -0.01 -0.22 1.69

No. 11
Here is C11H8O2 in the gas phase at a distorted geometry from the Open Molecules 2025 dataset. Energies are from wB97M-V/def2-TZVPD.

Summary:
HOMO-LUMO gap = 8.602 eV
relative energy (zero: lowest compared OMol25 entry of this formula, charge and spin) = 0.0 kcal per mole

Geometry (Å):
C 1.31 2.80 -1.07
C 0.88 1.58 -0.37
C 1.53 1.14 0.80
C 0.98 0.06 1.51
C 0.02 -0.77 0.96
C -0.44 -1.98 1.60
C -1.36 -2.77 0.95
C -1.91 -2.45 -0.32
C -1.54 -1.27 -0.93
C -0.52 -0.47 -0.29
C -0.06 0.75 -0.90
H 1.01 4.05 -2.37
H 2.45 1.69 1.23
H 1.54 -0.31 2.37
H -0.04 -2.20 2.61
H -1.55 -3.71 1.43
H -2.65 -3.14 -0.75
H -1.83 -0.77 -1.90
H -0.64 1.01 -1.77
O 0.61 3.23 -2.12
O 2.22 3.51 -0.66

No. 12
Here is a molecular structure, C11H8O4Pd at a distorted geometry from the Open Molecules 2025 dataset. Energies are from wB97M-V/def2-TZVPD.

Summary:
HOMO-LUMO gap = 4.220 eV
charge = +2

Geometry (Å):
O 2.08 -2.59 -1.67
C 2.06 -1.66 -0.95
C 1.80 -0.14 -1.19
C 1.33 0.44 0.02
C 0.97 1.91 0.27
O -0.25 2.20 -0.38
C -1.00 1.11 -0.11
C -1.37 0.88 1.27
C -2.12 -0.21 1.59
C -2.51 -1.09 0.50
C -2.17 -0.86 -0.85
C -1.42 0.24 -1.20
C 1.31 -0.80 0.95
O 0.61 -1.11 1.85
O 2.34 -1.64 0.45
H 1.92 0.44 -2.12
H 1.74 2.56 -0.19
H 0.97 2.12 1.36
H -1.04 1.57 2.05
H -2.40 -0.39 2.63
H -3.10 -1.97 0.79
H -2.52 -1.55 -1.62
H -1.14 0.42 -2.24
Pd 3.91 0.12 -1.19

No. 13
Here is a molecular structure, C11H9AuN5O2S4SbSe from the Open Molecules 2025 dataset. Energies are from wB97M-V/def2-TZVPD.

Summary:
2S+1 = 2
HOMO-LUMO gap (spin up / spin down) = 6.460 / 6.289 eV
charge = -1
relative energy (zero: lowest compared OMol25 entry of this formula, charge and spin) = 12.4 kcal per mole

Geometry (Å):
Au -0.89 1.80 -1.99
N -1.30 -4.30 2.68
C -1.13 -2.95 2.38
C -2.06 -2.29 1.57
C -1.87 -0.96 1.23
C -0.75 -0.29 1.69
C 0.18 -0.93 2.49
C -0.01 -2.26 2.84
S -0.51 1.40 1.23
O -1.81 1.96 0.98
O 0.35 2.01 2.20
N 0.19 1.36 -0.25
C 1.49 0.98 -0.47
N 1.91 1.11 -1.73
C 3.19 0.84 -1.96
C 4.05 0.40 -0.97
C 3.49 0.22 0.28
N 2.22 0.50 0.55
H -2.25 -4.63 2.62
H -0.85 -4.60 3.53
H -2.93 -2.82 1.21
H -2.59 -0.44 0.61
H 1.05 -0.38 2.84
H 0.71 -2.77 3.46
H 3.53 0.97 -2.99
H 5.09 0.18 -1.18
H 4.08 -0.16 1.11
S -4.15 -0.62 -5.33
Sb -2.14 -0.07 -4.48
S -1.78 2.27 -4.09
S -1.49 -0.49 -2.24
Se -1.14 4.14 -1.24
C -0.99 5.09 -2.81
N -0.87 5.72 -3.77

No. 14
Here is a molecular structure, C11H9F16NaO5 at a distorted geometry from the Open Molecules 2025 dataset. Energies are from wB97M-V/def2-TZVPD.

Summary:
HOMO-LUMO gap = 9.260 eV

Geometry (Å):
Na 0.62 -0.53 0.39
O 1.68 -3.82 0.62
C 1.25 -2.59 0.60
O 1.68 -1.73 1.38
O 0.38 -2.26 -0.22
H 1.17 -4.18 -0.10
C -3.02 2.31 2.14
C -3.62 1.06 2.97
C -4.13 -0.14 2.18
F -4.78 -1.10 2.87
F -4.92 0.22 1.15
F -2.65 0.70 3.76
F -4.58 1.61 3.78
O -1.96 1.85 1.25
C -0.75 2.67 1.31
C 0.17 2.33 0.12
F 1.31 2.88 0.34
F 0.31 1.05 -0.23
F -1.12 3.98 1.34
F -0.22 2.33 2.52
H -2.79 2.97 2.97
H -3.77 2.82 1.53
H -3.29 -0.63 1.70
H -0.18 2.74 -0.83
C 2.47 -0.74 -2.14
C 3.31 -0.63 -0.82
C 4.69 0.04 -1.11
F 5.40 -0.74 -1.90
F 4.59 1.19 -1.80
F 2.71 0.17 0.09
F 3.45 -1.84 -0.25
O 1.12 -1.01 -1.69
C 0.22 -1.16 -2.79
C -1.20 -1.57 -2.21
F -1.65 -0.66 -1.30
F -2.14 -1.69 -3.15
F 0.16 0.01 -3.43
F 0.65 -2.10 -3.62
H 2.88 -1.54 -2.75
H 2.50 0.17 -2.74
H 5.26 0.09 -0.18
H -1.19 -2.56 -1.77

No. 15
Here is a molecular structure, C11H9FN3OS2Sm at a distorted geometry from the Open Molecules 2025 dataset. Energies are from wB97M-V/def2-TZVPD.

Summary:
2S+1 = 6
HOMO-LUMO gap (spin up / spin down) = 7.393 / 7.478 eV

Geometry (Å):
Sm -8.15 -0.14 8.35
S -10.30 -1.68 8.42
C -11.05 -1.30 9.97
C -12.35 -1.88 10.27
C -13.05 -1.73 11.44
C -14.33 -2.31 11.67
N -15.25 -2.71 12.20
C -12.49 -0.81 12.41
C -11.24 -0.28 12.10
C -10.50 -0.46 10.95
S -8.97 0.40 10.73
C -13.13 -0.53 13.66
N -13.64 -0.24 14.66
H -12.87 -2.40 9.47
H -10.81 0.40 12.88
F -6.17 0.08 7.95
C -10.48 0.14 4.80
N -9.62 1.20 4.44
C -9.56 1.67 3.08
C -8.72 1.63 5.31
O -8.65 1.26 6.50
H -10.39 -0.53 3.92
H -11.45 0.55 4.93
H -10.08 -0.42 5.57
H -10.57 1.91 2.73
H -9.08 0.94 2.34
H -8.94 2.50 3.05
H -8.02 2.39 4.80